{
  "formula": "CH7N5",
  "method": "ωB97M-V with the def2-TZVPD basis set",
  "species": ["C", "N", "N", "N", "N", "N", "H", "H", "H", "H", "H", "H", "H"],
  "coordinates": [[0.35, 0.71, 0.40], [1.26, 0.49, -0.37], [-0.94, 0.37, 0.71], [-3.05, 0.16, -0.17], [2.46, 0.57, -0.55], [-1.74, -0.07, -0.19], [4.44, -1.81, 0.97], [-1.43, 0.63, 1.58], [-3.36, 0.86, 0.45], [-3.73, -0.53, -0.52], [4.23, -1.27, 0.34], [2.79, 0.37, -1.56], [-1.28, -0.49, -1.07]],
  "total_charge": 2,
  "e_homo_ev": [-19.31, -19.36],
  "mol_weight_g_mol": 89.1,
  "orbital_gap_ev": [7.824, 7.562],
  "e_tot_ha": -315.07830,
  "de_lowest_kj_mol": 502.0,
  "spin_multiplicity": 1
}

=====

{
  "formula": "CH7N5O",
  "method": "ωB97M-V with the def2-TZVPD basis set",
  "species": ["N", "N", "N", "C", "N", "N", "O", "H", "H", "H", "H", "H", "H", "H"],
  "coordinates": [[-1.08, -0.71, -1.24], [-0.50, -0.16, -0.10], [-1.30, 0.63, 0.73], [0.96, -0.04, -0.02], [1.56, -0.62, 1.10], [1.48, 1.19, -0.42], [1.72, 0.01, -1.21], [-1.61, -1.53, -0.94], [-1.80, -0.07, -1.59], [-1.84, 0.01, 1.34], [-2.04, 1.08, 0.17], [1.04, -0.97, 1.88], [2.57, -0.69, 1.13], [0.85, 1.87, -0.83]],
  "smiles": "NN(N)[C@]1(N)NO1",
  "e_homo_ev": -8.63,
  "mol_weight_g_mol": 105.1,
  "orbital_gap_ev": 9.376,
  "e_tot_ha": -391.14948,
  "de_lowest_kj_mol": 266.4,
  "spin_multiplicity": 1
}

=====

{
  "formula": "CH7N6",
  "method": "ωB97M-V with the def2-TZVPD basis set",
  "species": ["C", "N", "N", "N", "N", "N", "N", "H", "H", "H", "H", "H", "H", "H"],
  "coordinates": [[0.29, 1.44, 0.26], [-0.60, 0.97, -0.31], [2.19, -1.13, -1.28], [1.79, -1.38, 0.97], [2.09, -1.35, -0.18], [1.29, 2.11, 0.76], [-2.53, -0.72, -0.66], [2.58, -1.77, 1.51], [-1.92, 0.16, -0.67], [1.38, 3.10, 1.00], [2.02, 1.55, 1.04], [-3.40, -0.60, -0.09], [-2.25, -1.70, -0.69], [-2.93, -0.68, -1.67]],
  "total_charge": 1,
  "e_homo_ev": -13.38,
  "mol_weight_g_mol": 103.1,
  "orbital_gap_ev": 10.021,
  "e_tot_ha": -370.50956,
  "de_lowest_kj_mol": 224.2,
  "spin_multiplicity": 1
}

=====

{
  "formula": "CH7NO",
  "method": "ωB97M-V with the def2-TZVPD basis set",
  "species": ["C", "H", "H", "H", "H", "H", "H", "H", "N", "O"],
  "coordinates": [[-1.24, 0.39, 0.36], [2.90, 0.80, 0.18], [1.37, -0.17, -0.76], [0.17, -1.25, 0.78], [-0.95, -1.39, -0.88], [-0.92, 1.28, -0.38], [-2.42, 0.45, 0.50], [-0.78, 0.56, 1.44], [-0.46, -0.72, -0.20], [2.32, 0.04, -1.04]],
  "e_homo_ev": -9.55,
  "mol_weight_g_mol": 49.1,
  "orbital_gap_ev": 9.353,
  "e_tot_ha": -172.09706,
  "de_lowest_kj_mol": 475.5,
  "spin_multiplicity": 1
}

=====

{
  "formula": "CH7NO2",
  "method": "ωB97M-V with the def2-TZVPD basis set",
  "species": ["C", "N", "H", "H", "H", "H", "H", "O", "H", "H", "O"],
  "coordinates": [[-0.26, 0.02, 0.97], [-0.15, 0.78, -0.20], [-1.23, -0.04, 1.44], [0.52, 0.31, 1.67], [-0.74, 0.31, -0.94], [0.88, 0.75, -0.48], [3.08, -0.15, -0.15], [2.31, 0.40, 0.00], [-0.10, -1.06, 0.68], [-2.77, -1.26, -0.92], [-1.87, -0.97, -0.72]],
  "e_homo_ev": -9.35,
  "mol_weight_g_mol": 65.1,
  "orbital_gap_ev": 4.546,
  "e_tot_ha": -247.22637,
  "de_lowest_kj_mol": 769.1,
  "spin_multiplicity": 1
}

=====

{
  "formula": "CH7NO2",
  "method": "ωB97M-V with the def2-TZVPD basis set",
  "species": ["N", "C", "O", "H", "H", "H", "H", "H", "O", "H", "H"],
  "coordinates": [[0.55, 0.07, 0.34], [0.37, 1.11, -0.69], [1.07, 0.81, -1.86], [0.38, -0.88, 0.05], [1.41, 0.19, 0.85], [-0.71, 1.09, -0.89], [0.69, 2.11, -0.48], [1.12, -0.10, -2.22], [-1.80, -1.64, 2.04], [-2.15, -1.84, 1.15], [-0.97, -1.14, 1.87]],
  "smiles": "NCO.O",
  "e_homo_ev": -9.96,
  "mol_weight_g_mol": 65.1,
  "orbital_gap_ev": 10.602,
  "e_tot_ha": -247.50538,
  "de_lowest_kj_mol": 36.6,
  "spin_multiplicity": 1
}

=====

{
  "formula": "CH7NO3",
  "method": "ωB97M-V with the def2-TZVPD basis set",
  "species": ["N", "C", "O", "H", "H", "H", "O", "H", "H", "O", "H", "H"],
  "coordinates": [[-1.38, -1.02, -0.28], [-0.16, -1.57, -0.03], [0.79, -0.96, 0.43], [-1.48, -0.02, -0.18], [-2.18, -1.60, -0.19], [-0.03, -2.57, -0.46], [-0.41, 1.49, 1.61], [-0.03, 2.35, 1.42], [-0.01, 0.86, 0.99], [1.34, 1.25, -1.02], [2.24, 1.49, -1.24], [1.32, 0.29, -1.04]],
  "smiles": "NC=O.O.O",
  "e_homo_ev": -10.73,
  "mol_weight_g_mol": 81.1,
  "orbital_gap_ev": 11.530,
  "e_tot_ha": -322.78178,
  "de_lowest_kj_mol": 18.1,
  "spin_multiplicity": 1
}

=====

{
  "formula": "CH7NO3P",
  "method": "ωB97M-V with the def2-TZVPD basis set",
  "species": ["C", "N", "P", "O", "O", "O", "H", "H", "H", "H", "H", "H", "H"],
  "coordinates": [[-1.47, 0.11, 0.66], [-0.43, 0.82, -0.20], [1.39, 0.00, -0.07], [1.92, -0.92, -1.19], [2.49, 1.15, 0.03], [1.29, -0.89, 1.23], [-2.27, 0.83, 0.38], [-1.64, -0.93, 0.42], [-1.25, 0.24, 1.74], [-0.55, 0.88, -1.30], [2.84, -0.85, -1.58], [2.23, 1.86, 0.68], [1.00, -1.75, 0.91]],
  "total_charge": 1,
  "smiles": "C[NH+]=P(O)(O)O",
  "e_homo_ev": -15.02,
  "mol_weight_g_mol": 112.0,
  "orbital_gap_ev": 10.843,
  "e_tot_ha": -663.90683,
  "de_lowest_kj_mol": 174.2,
  "spin_multiplicity": 1
}

=====

{
  "formula": "CH7NO3Si",
  "method": "ωB97M-V with the def2-TZVPD basis set",
  "species": ["C", "N", "O", "O", "O", "Si", "H", "H", "H", "H", "H", "H", "H"],
  "coordinates": [[-1.40, 0.06, -0.02], [2.64, -0.51, -0.16], [-2.05, 0.18, -1.23], [-1.42, -1.30, 0.38], [-1.91, 0.90, 0.95], [1.57, 0.83, -0.10], [2.80, -1.05, 0.67], [2.64, -1.11, -0.97], [-2.27, -0.71, -1.53], [-1.18, -1.33, 1.31], [-2.88, 0.97, 0.88], [1.67, 1.55, -1.35], [1.78, 1.50, 1.18]],
  "e_homo_ev": [-7.19, -6.74],
  "mol_weight_g_mol": 109.2,
  "orbital_gap_ev": [7.639, 7.130],
  "e_tot_ha": -612.18148,
  "de_lowest_kj_mol": 221.8,
  "spin_multiplicity": 1
}

=====

{
  "formula": "CH7NOS2",
  "method": "ωB97M-V with the def2-TZVPD basis set",
  "species": ["S", "S", "H", "H", "N", "C", "O", "H", "H", "H", "H", "H"],
  "coordinates": [[-0.76, -4.14, -0.50], [-1.97, -4.32, 1.24], [-1.71, -3.24, -0.67], [-2.46, -5.49, 1.03], [0.74, 1.09, 0.40], [1.07, 2.47, 0.15], [0.60, 2.79, -1.20], [1.19, 0.61, -0.37], [-0.24, 0.87, 0.47], [0.55, 3.12, 0.86], [2.14, 2.58, 0.08], [0.85, 3.67, -1.48]],
  "total_charge": -1,
  "e_homo_ev": [0.18, -3.72],
  "s_squared": 0.75,
  "mol_weight_g_mol": 113.2,
  "orbital_gap_ev": [2.556, 6.453],
  "e_tot_ha": -968.61614,
  "de_lowest_kj_mol": 57.6,
  "spin_multiplicity": 2
}

=====

{
  "formula": "CH7NS2",
  "method": "ωB97M-V with the def2-TZVPD basis set",
  "species": ["C", "N", "H", "H", "H", "H", "H", "S", "S", "H", "H"],
  "coordinates": [[1.88, -1.02, 0.88], [0.86, -0.14, 0.27], [2.39, -0.61, 1.76], [1.39, -1.96, 1.06], [2.68, -1.10, 0.15], [1.33, 0.71, 0.00], [0.11, 0.05, 0.93], [-2.79, 1.32, -0.18], [-2.72, 0.29, -2.03], [-1.45, 1.47, -0.22], [-3.69, 1.00, -2.62]],
  "smiles": "CN.SS",
  "e_homo_ev": -8.93,
  "mol_weight_g_mol": 97.2,
  "orbital_gap_ev": 9.125,
  "e_tot_ha": -893.39390,
  "de_lowest_kj_mol": 70.3,
  "spin_multiplicity": 1
}

=====

{
  "formula": "CH7NS2",
  "method": "ωB97M-V with the def2-TZVPD basis set",
  "species": ["C", "N", "H", "H", "H", "H", "H", "S", "S", "H", "H"],
  "coordinates": [[-0.99, 1.91, -0.81], [-0.64, 0.62, -0.21], [-1.44, 2.62, -0.12], [-0.10, 2.32, -1.28], [-1.75, 1.73, -1.56], [-1.49, 0.19, 0.14], [0.02, 0.75, 0.55], [1.74, -1.86, 1.70], [1.92, -2.81, -0.16], [0.50, -1.45, 1.41], [2.23, -4.02, 0.34]],
  "smiles": "CN.SS",
  "e_homo_ev": -8.98,
  "mol_weight_g_mol": 97.2,
  "orbital_gap_ev": 9.285,
  "e_tot_ha": -893.39815,
  "de_lowest_kj_mol": 59.2,
  "spin_multiplicity": 1
}